A cluster of 6 separate species, C26H40FN5 in total. Source: OMol25; level of theory: ωB97M-V/def2-TZVPD.

Last column: Löwdin spin population.
Cartesian coordinates (Å):
C: 1.46 4.56 -0.36  0.000
C: 1.80 3.68 -1.62  0.000
C: 3.10 4.12 -2.39  0.000
C: 3.14 5.52 -2.82  0.000
N: 3.17 6.61 -3.20  0.000
H: 2.26 4.40 0.37  0.000
H: 0.55 4.25 0.15  0.000
H: 1.42 5.62 -0.60  0.000
H: 0.91 3.76 -2.25  0.000
H: 1.79 2.65 -1.27  0.000
H: 3.04 3.45 -3.25  0.000
H: 3.99 3.81 -1.85  0.000
C: 0.40 -3.98 1.61  0.004
C: 0.69 -5.03 0.52  0.001
C: 0.76 -4.43 -0.89  0.000
C: 1.79 -3.43 -1.09  0.000
N: 2.61 -2.64 -1.12  0.000
H: 0.12 -4.39 2.58  0.000
H: -0.42 -3.32 1.34  0.000
H: 1.26 -3.34 1.76  0.002
H: 0.06 -5.91 0.43  0.000
H: 1.63 -5.47 0.86  0.000
H: -0.21 -3.99 -1.11  0.000
H: 0.96 -5.23 -1.60  0.000
C: -7.09 1.05 0.16  0.000
C: -5.77 1.36 -0.65  0.000
C: -4.82 2.29 0.20  0.000
C: -3.53 2.59 -0.48  0.000
N: -2.51 2.85 -1.00  0.000
H: -7.91 0.84 -0.54  0.000
H: -7.43 1.87 0.79  0.000
H: -7.08 0.27 0.92  0.000
H: -5.89 1.87 -1.61  0.000
H: -5.39 0.36 -0.84  0.000
H: -4.59 1.80 1.15  0.000
H: -5.28 3.21 0.56  0.000
C: 0.66 0.13 -3.09  0.000
C: 1.57 -0.45 -4.18  0.000
C: 0.72 -1.11 -5.27  0.000
C: -0.10 -2.21 -4.77  0.000
N: -0.83 -3.04 -4.43  0.000
H: 1.25 0.57 -2.27  0.000
H: -0.07 -0.55 -2.66  0.000
H: 0.12 1.01 -3.42  0.000
H: 2.25 -1.22 -3.81  0.000
H: 2.24 0.34 -4.54  0.000
H: 1.33 -1.58 -6.04  0.000
H: -0.02 -0.44 -5.72  0.000
C: -0.03 -0.41 0.63  0.002
C: -0.02 0.97 1.23  0.001
C: -0.96 1.24 2.36  0.002
C: -2.20 0.51 2.28  0.000
N: -3.23 -0.06 2.18  0.001
H: 0.67 -0.57 -0.19  0.000
H: -1.00 -0.65 0.20  0.000
H: 0.25 -1.14 1.39  0.001
H: -0.25 1.71 0.47  0.000
H: 1.00 1.12 1.58  0.001
H: -1.17 2.31 2.35  0.000
H: -0.58 0.99 3.36  0.001
F: 3.55 -4.07 4.34  0.107
C: 2.93 -2.87 4.21  0.259
C: 1.96 -2.43 5.09  0.087
C: 1.42 -1.14 4.98  0.082
C: 1.94 -0.26 4.05  0.293
C: 2.89 -0.72 3.13  0.046
C: 3.37 -1.98 3.22  0.097
H: 1.59 -3.19 5.76  0.000
H: 0.72 -0.83 5.75  0.000
H: 1.57 0.75 4.03  0.011
H: 3.30 -0.01 2.42  -0.001
H: 4.14 -2.32 2.54  0.001

spin multiplicity	2
Kohn-Sham gap (spin up / spin down)	8.37 / 3.96	eV
charge	+1